{
  "formula": "C2H3N3O3",
  "method": "wB97M-V/def2-TZVPD",
  "species": ["N", "N", "C", "O", "N", "O", "C", "O", "H", "H", "H"],
  "coordinates": [[1.96127, 1.37528, 1.09405], [0.67026, 1.22770, 1.03085], [0.17968, 0.45064, 0.19128], [1.08771, -0.41731, -0.46838], [0.44286, -1.56231, -1.01019], [-1.16052, -1.37869, -0.61925], [-1.33072, 0.07188, -0.16784], [-2.41728, 0.54895, -0.24165], [2.59468, 0.52853, 0.62114], [2.12633, 1.31159, 2.25864], [0.58513, -2.28349, -0.18914]],
  "forces_ev_per_angstrom": [[5.3, -2.6, 4.1], [-3.6, 0.6, -0.5], [-1.2, -1.9, -1.3], [-1.3, 0.6, -0.3], [-3.0, -1.1, 3.3], [2.5, 2.9, -0.1], [1.5, -2.9, -1.2], [2.0, 0.0, 0.8], [-2.2, 2.5, 1.5], [0.2, 0.6, -4.2], [-0.1, 1.4, -2.0]],
  "lumo_ev": -0.035,
  "de_lowest_ev": 5.1854,
  "gap_ev": 9.54,
  "charge": 0
}